(1)
A molecular structure, C41H54CoN5O3PS2Te at a distorted geometry, computed with ωB97M-V with the def2-TZVPD basis set.

The geometry in XYZ format:
```
108
Properties=species:S:1:pos:R:3:mulliken_charge:R:1
Co 14.3024 12.3034 14.8446 -0.415
S 16.4079 12.3804 15.3047 -0.942
C 13.5834 13.6636 13.7118 0.785
N 12.5217 14.0753 12.9764 2.804
C 12.4515 15.4097 12.6869 -1.076
C 11.3577 16.1839 12.1889 -0.298
C 11.4781 17.5751 12.1303 -0.826
C 12.6909 18.1988 12.4799 -0.810
C 13.7177 17.4817 13.0147 -0.621
C 13.5856 16.1057 13.0608 0.970
S 14.6971 14.9786 13.7816 -0.430
H 10.3548 15.6912 11.9344 0.391
H 10.6342 18.1614 11.8119 0.488
H 12.6914 19.2610 12.3611 0.414
H 14.6529 17.8789 13.3367 0.524
C 12.7921 5.9121 13.2041 -1.443
C 12.5900 7.2683 12.6126 -0.095
O 13.7299 8.0906 12.9639 -0.251
P 13.4888 9.7055 12.8252 -0.237
O 14.0604 10.0777 14.3408 0.258
C 14.5358 9.1045 15.3436 -0.007
C 15.9309 8.6278 15.1164 -1.279
O 14.6793 10.2130 11.9035 -0.192
C 16.1153 10.2897 12.1759 0.409
C 16.8090 11.1982 11.1689 -1.308
H 12.0134 5.2483 12.9950 0.477
H 12.9407 5.9820 14.2763 0.281
H 13.5947 5.3606 12.7963 0.349
H 11.6846 7.7514 13.0062 0.225
H 12.5092 7.2879 11.5061 0.324
H 13.8655 8.2247 15.3335 0.189
H 14.5198 9.6650 16.3107 0.213
H 15.9912 7.9185 14.3076 0.274
H 16.1681 8.0207 16.0396 0.395
H 16.5725 9.4887 15.0033 0.214
H 16.5150 9.3087 12.0861 0.323
H 16.2930 10.7677 13.1318 -0.267
H 16.6455 10.8905 10.1364 0.375
H 17.8284 11.2512 11.5351 0.423
H 16.3807 12.2643 11.2148 0.130
C 9.6299 9.8132 16.7412 -0.477
C 10.5380 9.9428 15.5113 -0.583
N 11.3092 11.1603 15.5440 1.407
C 11.9423 11.5635 16.7033 -0.352
N 13.0368 12.2659 16.5786 0.862
C 13.6674 12.9471 17.6998 -1.101
C 12.7385 13.0328 18.8651 -0.349
C 12.0268 11.6455 19.0604 -0.864
N 11.2698 11.2711 17.8794 0.442
C 10.4941 9.9744 17.9771 -0.707
H 9.0514 8.8751 16.7372 0.404
H 8.9732 10.6757 16.6328 0.075
H 10.0113 9.9606 14.5690 0.452
H 11.2475 9.0576 15.5250 -0.016
H 11.8288 11.3574 14.7247 -1.066
H 13.9232 13.9480 17.3841 0.149
H 14.5234 12.3635 18.0197 0.352
H 11.9670 13.8746 18.7573 -0.049
H 13.2822 13.2487 19.7911 0.473
H 11.3094 11.7916 19.9065 0.373
H 12.7458 10.9121 19.4306 0.294
H 9.9197 10.0342 18.9512 0.402
H 11.1463 9.0733 18.0073 0.294
Te 11.4874 16.2297 16.1835 0.319
C 9.4871 15.5194 15.8168 -0.261
C 8.7015 16.2493 14.8966 -0.344
C 7.4005 15.8412 14.6060 -0.828
C 6.9107 14.7163 15.2347 -0.606
C 7.6784 14.0249 16.1452 -0.323
C 8.9602 14.4082 16.4552 -0.270
C 11.0399 17.6218 17.6565 0.705
C 12.0922 18.3186 18.2478 -0.531
C 11.7994 19.3105 19.1542 -0.532
C 10.5125 19.6166 19.4987 -0.341
C 9.4482 19.0019 18.8972 -0.789
C 9.7110 18.0116 17.9511 -0.249
H 9.0207 17.1858 14.4679 0.509
H 6.8332 16.4102 13.9772 0.586
H 5.8649 14.4135 15.1314 0.370
H 7.2688 13.2148 16.7174 0.401
H 9.5146 13.9186 17.2167 0.512
H 13.1641 18.1112 17.9678 0.224
H 12.6322 19.8857 19.5977 0.329
H 10.3597 20.4365 20.2355 0.294
H 8.4483 19.2009 19.2286 0.408
H 8.8832 17.3545 17.6653 0.321
C 11.6366 14.6783 9.1184 -0.910
N 12.3511 13.4052 8.9591 -0.042
C 13.4907 13.5040 8.0751 -1.010
C 12.8061 12.9634 10.2887 -1.184
C 11.6165 12.6396 11.1700 0.211
C 10.5777 11.7880 10.7553 -0.247
C 9.5606 11.3807 11.6161 -1.401
C 9.5443 11.9398 12.9008 -0.358
C 10.4846 12.8538 13.3121 -0.222
C 11.4981 13.1677 12.4664 -0.736
H 11.2703 15.0590 8.1816 0.487
H 12.3114 15.4146 9.5276 0.337
H 10.7671 14.5490 9.7842 0.153
H 13.1458 13.7527 7.0456 0.309
H 14.0155 12.5457 8.0051 0.321
H 14.1487 14.3216 8.3583 0.368
H 13.4021 13.6695 10.9032 0.132
H 13.3580 12.0612 10.1663 1.068
H 10.6810 11.3823 9.7693 0.497
H 8.8684 10.5980 11.3902 0.464
H 8.7038 11.6682 13.5475 0.564
H 10.4186 13.4023 14.2622 0.148
```

As for the LUMO energy (spin up / spin down): 0.35 / -0.13 eV. The calculation puts the HOMO-LUMO gap (spin up / spin down) at 6.21 / 5.72 eV. As for the multiplicity: 4. The value obtained for the relative energy (zero: lowest compared OMol25 entry of this formula, charge and spin) is 13.7 kcal per mole. For the electronic energy, the calculation gives -132864.47977 eV.



(2)
A molecular structure, C41H54N5O2Zr, computed with ωB97M-V with the def2-TZVPD basis set.

The geometry in XYZ format:
```
103
Properties=species:S:1:pos:R:3:mulliken_charge:R:1
Zr 0.6721 -0.6548 -1.1910 -0.087
C -2.0094 -1.1291 5.4913 -1.593
C -2.8354 -0.6044 4.3039 1.796
C -3.3362 0.8054 4.6219 -1.988
C -4.0434 -1.5311 4.0614 -1.536
C -1.9828 -0.6353 3.0502 0.030
C -1.2817 -1.7911 2.6883 -1.284
C -0.5438 -1.8079 1.5366 -1.163
N -0.4244 -0.7423 0.7157 1.199
C -1.0790 0.3951 1.0561 0.175
C -1.8558 0.4576 2.1938 -0.269
C -0.7986 1.5995 0.2251 -0.680
C -1.2681 2.8482 0.5594 -0.349
C -0.8652 3.9936 -0.1375 0.006
C 0.0392 3.7967 -1.1787 -0.985
C 0.4775 2.5269 -1.4701 -1.390
N 0.0752 1.4341 -0.8021 2.140
C -1.3491 5.3670 0.2904 1.797
C -2.8805 5.3711 0.4179 -1.582
C -0.9251 6.4522 -0.6999 -2.084
C -0.7121 5.6600 1.6651 -1.525
H -2.5633 -0.9607 6.4149 0.471
H -1.0532 -0.6067 5.5760 0.340
H -1.8174 -2.2011 5.4208 0.372
H -3.9333 0.7713 5.5323 0.462
H -3.9827 1.2020 3.8345 0.436
H -2.5108 1.5022 4.7964 0.448
H -4.6614 -1.5561 4.9602 0.450
H -3.7319 -2.5544 3.8396 0.376
H -4.6602 -1.1686 3.2357 0.373
H -1.3248 -2.6854 3.2957 0.561
H -0.0334 -2.7143 1.2409 0.503
H -2.3818 1.3677 2.4291 0.584
H -1.9573 2.9582 1.3827 0.544
H 0.4041 4.6257 -1.7676 0.583
H 1.1934 2.3719 -2.2650 0.652
H -3.3582 5.1394 -0.5368 0.387
H -3.2080 6.3644 0.7248 0.474
H -3.2432 4.6656 1.1683 0.333
H -1.3150 6.2614 -1.7037 0.454
H 0.1608 6.5603 -0.7541 0.423
H -1.3265 7.4102 -0.3709 0.442
H -1.0491 4.9516 2.4268 0.348
H -1.0017 6.6608 1.9882 0.453
H 0.3789 5.6257 1.6113 0.368
O 1.6625 0.0741 -3.0808 -0.766
C 2.7288 -0.7022 -3.7576 -0.303
C 2.1546 -1.7532 -4.6837 -1.036
C 1.0470 -2.6257 -4.0667 -0.373
C 1.4619 -3.3680 -2.8306 0.564
C 1.7599 -4.7205 -2.8914 -0.828
C 2.1378 -5.4064 -1.7519 -0.784
C 2.2458 -4.7137 -0.5490 -1.143
C 1.9678 -3.3737 -0.5488 -0.396
N 1.5612 -2.6955 -1.6524 1.576
H 1.0997 0.4660 -3.7655 0.393
H 3.3089 -1.1383 -2.9537 -0.110
H 3.3585 0.0018 -4.2934 0.440
H 2.9920 -2.3714 -5.0156 0.474
H 1.7458 -1.2787 -5.5785 0.440
H 0.7226 -3.3481 -4.8124 0.726
H 0.1760 -2.0122 -3.8412 -0.407
H 1.6785 -5.2335 -3.8411 0.595
H 2.3563 -6.4664 -1.7966 0.491
H 2.5573 -5.2066 0.3618 0.538
H 2.0915 -2.7924 0.3597 0.328
C -3.8178 -4.1460 -2.1332 -0.819
C -2.6149 -4.1388 -1.3972 -1.309
C -1.7812 -3.0566 -1.4527 0.356
C -2.0843 -1.9096 -2.2296 1.106
C -1.2121 -0.7591 -2.3025 2.514
C -1.6200 0.2847 -3.1227 -0.619
C -2.8037 0.2569 -3.8756 -1.493
C -3.6261 -0.8321 -3.7947 -0.681
C -3.2906 -1.9375 -2.9753 0.734
C -4.1429 -3.0692 -2.9043 -0.931
H -4.4720 -5.0073 -2.0866 0.447
H -2.3561 -4.9983 -0.7910 0.518
H -0.8598 -3.0926 -0.8834 0.256
H -1.0265 1.1924 -3.1971 0.337
H -3.0665 1.1003 -4.5023 0.489
H -4.5515 -0.8630 -4.3595 0.459
H -5.0593 -3.0660 -3.4830 0.474
C 5.8832 0.4956 0.9339 -1.283
N 4.6596 -0.1508 0.4333 0.006
C 4.8693 -0.9809 -0.7484 -1.058
C 3.4244 0.1670 0.8295 0.478
O 2.4173 -0.0720 0.0554 -1.378
N 3.1949 0.7165 2.0245 0.172
C 4.0418 0.5426 3.2122 -1.207
C 1.9440 1.4299 2.2701 -1.264
H 6.5455 0.6514 0.0856 0.495
H 6.4005 -0.1221 1.6642 0.355
H 5.6656 1.4697 1.3578 0.401
H 5.8324 -1.4755 -0.6528 0.645
H 4.8846 -0.3702 -1.6529 0.408
H 4.1026 -1.7436 -0.8299 0.102
H 4.6445 -0.3568 3.1347 0.393
H 3.3804 0.4257 4.0685 0.442
H 4.6815 1.4032 3.3931 0.348
H 1.5471 1.8261 1.3417 0.154
H 2.1509 2.2659 2.9360 0.576
H 1.2032 0.7822 2.7459 0.493
```

As for the LUMO energy: -8.79 eV. The calculation puts the HOMO-LUMO gap at 6.37 eV. As for the multiplicity: 1. The value obtained for the relative energy (zero: lowest compared OMol25 entry of this formula, charge and spin) is 19.9 kcal per mole. For the electronic energy, the calculation gives -56200.69122 eV. The charge is +3.